Entry from the Open Molecules 2025 dataset: 2 unconnected molecules or ions with the total composition C9H10N2O2 (wB97M-V/def2-TZVPD).

```
23
Properties=species:S:1:pos:R:3:forces:R:3:nbo_charge:R:1
C -1.14927 -2.86799 0.94983 0.02 -0.18 0.10 -0.31
H 2.59712 0.76133 -0.43108 0.14 -0.03 -0.15 0.49
H 0.95286 -2.64302 -1.43696 -0.06 -0.04 0.01 0.43
H 0.10103 0.78315 1.47240 0.05 0.01 -0.05 0.43
H -1.72885 -0.74326 1.13952 -0.10 0.17 0.04 0.23
O 0.76869 -0.24035 -2.19216 -0.10 0.05 0.22 -0.59
H -0.00453 -4.51005 -0.01445 0.09 -0.17 -0.02 0.21
C -1.12595 -1.49590 0.67241 0.21 0.16 -0.24 -0.24
C -0.21889 -1.30033 -0.35778 -0.20 -0.10 0.12 -0.02
C -0.26245 -3.47498 0.09058 -0.15 -0.24 0.09 -0.03
O 2.67281 0.63051 0.51798 -0.13 -0.02 0.35 -0.96
N -0.24622 1.41799 0.77308 -0.01 -0.13 0.18 -0.47
H -1.74810 -3.35269 1.69444 -0.09 -0.17 0.11 0.22
C -0.55916 2.34065 -1.21929 0.12 -0.39 0.00 -0.22
H 3.54705 0.27167 0.69432 0.00 0.02 -0.20 0.47
H -0.64861 2.46548 -2.27997 0.02 -0.06 -0.21 0.23
C -0.81909 3.30194 -0.23475 0.03 0.10 0.14 -0.31
C -0.58770 2.70638 0.98331 -0.17 0.29 0.12 -0.04
N 0.27942 -2.52678 -0.69693 0.23 0.28 -0.19 -0.47
C -0.20439 1.17067 -0.57043 0.00 0.35 -0.45 -0.02
H -0.64704 3.11697 1.97252 0.02 0.02 0.16 0.21
H -1.13451 4.31343 -0.39857 -0.05 0.18 0.03 0.22
C 0.16577 -0.12482 -1.12802 0.12 -0.11 -0.16 0.52
```
Positions in Å, forces in eV/Å.

As for the total charge: 0. For the HOMO-LUMO gap, the calculation gives 8.860 eV. Its SMILES is O=C(c1ccc[nH]1)c1ccc[nH]1.O. The value obtained for the largest force on an atom is 0.57 eV Å⁻¹. The energy above the lowest of the compared OMol25 structures with the same formula, charge and spin is 23.2 kJ/mol. As for the electronic energy: -16570.4788 eV.